The following is a DFT calculation (wB97M-V/def2-TZVPD) of the molecule C5H4N2.

The geometry in ORCA input format:
```
! RIJCOSX wB97M-V def2-TZVPD def2/J DEFGRID3
* xyz 0 1
C -1.160 -0.679 0.295
C -1.570 0.549 0.510
N -0.661 1.589 0.230
C 0.380 1.231 -0.363
C 0.989 0.067 -0.716
C 2.252 -0.400 -0.103
N 3.138 -0.864 0.453
H -1.779 -1.548 0.506
H -0.053 -0.737 0.279
H -2.516 0.929 0.736
H 0.978 -0.138 -1.828
*
```

Output
* SMILES string: C=CN=C=CC#N
* gap between HOMO and LUMO: 8.8405 eV

The following is a DFT calculation (wB97M-V/def2-TZVPD) of a structure of composition C9H15BrCl2NOPPd.

The geometry in ORCA input format:
```
! RIJCOSX wB97M-V def2-TZVPD def2/J DEFGRID3
* xyz 2 1
C -0.364 -1.196 -3.219
C -0.636 0.419 -3.152
Cl -0.608 1.344 -4.798
C -0.934 1.133 -1.845
Cl -1.263 2.984 -2.049
P -1.017 0.249 -0.135
C -0.925 1.499 1.308
C 0.121 2.740 1.099
C 1.537 2.362 0.373
N 2.684 1.860 1.275
O 1.836 2.485 -0.923
C 0.546 -0.884 0.130
C 0.143 -2.307 0.911
C -0.910 -2.040 2.142
Br -0.602 -3.708 -0.304
H -1.035 -1.696 -2.401
H 0.802 -1.347 -3.040
H -0.655 -1.674 -4.257
H -2.010 1.990 1.385
H -0.728 1.010 2.357
H 0.402 3.126 2.194
H -0.390 3.665 0.570
H 2.319 1.209 2.006
H 3.058 2.701 1.779
H 1.124 -1.103 -0.863
H 1.341 -0.374 0.861
H 1.176 -2.735 1.327
H -0.863 -2.994 2.857
H -1.993 -1.888 1.715
H -0.496 -1.123 2.751
Pd -1.659 -5.706 -0.054
*
```

Output
* gap between HOMO and LUMO: 2.5639 eV